Formula: C3H10N2OS
Source: OMol25
Level of theory: ωB97M-V/def2-TZVPD

Each line ends with the natural charge from an NBO analysis.
Geometry (Å):
N  -1.9358  2.2809  0.6256  -0.848
C  -1.7024  1.0114  1.1289  0.775
N  -1.4763  0.9671  2.4825  -0.849
O  -1.7055  0.0184  0.4338  -0.645
H  -1.5066  3.0479  1.1141  0.379
H  -1.8339  2.3270  -0.3742  0.402
H  -1.8094  1.7266  3.0485  0.384
H  -1.5078  0.0495  2.8892  0.403
C  1.0588  -1.6441  -0.3219  -0.624
C  1.9064  -1.3794  -1.5513  -0.502
S  1.3038  0.1340  -2.3592  -0.057
H  0.0078  -1.7076  -0.6039  0.234
H  1.0968  -0.7958  0.3665  0.210
H  1.3550  -2.5487  0.2091  0.212
H  2.9642  -1.2690  -1.3155  0.203
H  1.8279  -2.2066  -2.2557  0.207
H  1.9571  -0.0115  -3.5166  0.117

Computed properties:
* largest force on an atom: 0.53 eV/A
* energy relative to the best compared isomer or geometry (same formula, charge and spin): 0.0 kcal/mol
* SMILES: NC(N)=O.CCS
* Kohn-Sham gap: 0.3496 Eh

Formula: C3H10N2S
Source: OMol25
Level of theory: ωB97M-V/def2-TZVPD

Each line ends with the natural charge from an NBO analysis.
Geometry (Å):
N  1.8214  1.5549  -1.3022  -0.858
C  0.3894  1.4189  -1.2093  -0.043
N  0.1798  0.0209  -0.8442  -0.662
C  -0.5403  -0.2002  0.4676  -0.228
C  -0.9201  -1.6313  0.8019  -0.517
S  -1.5723  -1.9067  2.4983  -0.056
H  2.1937  2.3761  -1.0385  0.354
H  2.3640  0.7758  -1.0037  0.379
H  -0.1239  1.8188  -2.1977  0.153
H  -0.1937  2.1052  -0.5323  0.164
H  -0.1025  -0.5801  -1.5960  0.369
H  -1.4091  0.4510  0.6211  0.180
H  0.2507  0.0999  1.1641  0.188
H  -0.1302  -2.3611  0.8854  0.231
H  -1.6843  -1.8163  0.0201  0.223
H  -0.5226  -2.1257  3.2652  0.123

Computed properties:
* largest force on an atom: 3.86 eV/A
* energy relative to the best compared isomer or geometry (same formula, charge and spin): 36.5 kcal/mol
* SMILES: NCNCCS
* Kohn-Sham gap: 0.3569 Eh

Formula: C3H10N2S
Source: OMol25
Level of theory: ωB97M-V/def2-TZVPD

Each line ends with the natural charge from an NBO analysis.
Geometry (Å):
H  4.1372  2.4178  -2.8354  0.330
N  4.0510  1.3983  -2.5481  -0.698
C  2.8425  1.4490  -2.1572  0.262
N  2.1056  0.3511  -1.7845  -0.845
H  2.3043  2.3862  -2.1494  0.141
H  1.1508  0.4427  -1.3359  0.406
H  2.4572  -0.5758  -2.0460  0.402
C  -0.7611  -1.3422  1.9033  -0.720
S  -1.7101  0.1392  1.1822  0.138
C  -3.4239  -0.3833  1.3298  -0.742
H  -1.4477  -1.7472  2.6203  0.215
H  -0.4264  -2.0552  1.1289  0.218
H  0.0873  -1.0738  2.6037  0.232
H  -3.8675  -0.0420  0.4142  0.227
H  -3.9967  0.0528  2.1260  0.213
H  -3.5025  -1.4176  1.5480  0.222

Computed properties:
* largest force on an atom: 2.29 eV/A
* energy relative to the best compared isomer or geometry (same formula, charge and spin): 24.6 kcal/mol
* SMILES: [H]/N=C/N.CSC
* Kohn-Sham gap: 0.3514 Eh

Formula: C3H10N2S
Source: OMol25
Level of theory: ωB97M-V/def2-TZVPD

Each line ends with the natural charge from an NBO analysis.
Geometry (Å):
C  -1.5713  0.6634  0.3967  -0.436
N  -0.5110  -0.3432  0.3723  -0.277
C  -1.0175  -1.6579  -0.0460  -0.423
N  0.5439  0.0889  -0.5437  -0.529
C  1.6856  0.9042  0.3243  -0.339
S  3.1566  -0.1371  0.1234  -0.010
H  -2.2407  0.6827  -0.4978  0.160
H  -2.2610  0.3601  1.2468  0.202
H  -1.0352  1.6066  0.4036  0.204
H  -0.0478  -2.1721  -0.2034  0.232
H  -1.6675  -1.8843  0.7546  0.197
H  -1.6114  -1.5671  -0.9512  0.160
H  0.2541  0.5932  -1.3961  0.339
H  1.5913  1.9368  -0.0928  0.198
H  1.5765  0.9779  1.3125  0.202
H  3.1554  -0.0523  -1.2032  0.119

Computed properties:
* largest force on an atom: 6.91 eV/A
* energy relative to the best compared isomer or geometry (same formula, charge and spin): 68.0 kcal/mol
* SMILES: CN(C)NCS
* Kohn-Sham gap: 0.3551 Eh